1.
Computed, not measured: 2 unconnected molecules or ions with the total composition C5H10N2O, with ωB97M-V/def2-TZVPD.

Atoms and positions in Å:
C: 0.906 -0.997 3.151
O: 1.656 -0.054 2.394
H: 2.455 0.254 2.822
H: 1.498 -1.878 3.393
H: 0.060 -1.238 2.524
H: 0.578 -0.567 4.102
C: -1.645 -0.581 -2.822
C: -0.638 0.071 -0.525
C: -0.860 0.260 -1.866
C: 0.556 1.751 -1.244
N: 0.232 1.052 -0.139
N: -0.074 1.292 -2.297
H: -1.034 -0.617 0.207
H: 0.568 1.040 0.812
H: -1.473 -1.638 -2.642
H: -1.332 -0.398 -3.846
H: 1.254 2.573 -1.230
H: -2.707 -0.327 -2.794

* SMILES: Cc1c[nH]cn1.CO
* multiplicity: 1
* energy relative to the best compared isomer or geometry (same formula, charge and spin): 81.72 kJ/mol



2.
Computed, not measured: a molecular structure, C22H48N4O18Zr in a non-equilibrium geometry, with ωB97M-V/def2-TZVPD.

Atoms and positions in Å:
Zr: -1.130 -2.266 -1.119
O: -2.546 -1.121 0.004
C: -2.063 0.102 0.595
C: -0.546 0.331 0.292
O: 0.116 -0.624 -0.548
H: -2.172 -0.036 1.670
H: -2.709 0.910 0.255
H: -0.041 0.472 1.250
H: -0.427 1.260 -0.273
C: -1.930 2.347 4.107
N: -0.741 2.412 4.995
O: -0.349 3.486 5.387
O: -0.214 1.339 5.258
H: -1.641 2.010 3.116
H: -2.398 3.327 4.091
H: -2.618 1.645 4.571
C: -4.431 3.725 -0.086
N: -4.809 3.677 1.360
O: -4.056 4.171 2.174
O: -5.851 3.133 1.634
H: -3.547 4.339 -0.212
H: -5.300 4.003 -0.670
H: -4.150 2.692 -0.295
C: -4.192 -1.251 3.117
N: -5.214 -1.414 2.059
O: -5.728 -0.430 1.586
O: -5.428 -2.548 1.667
H: -3.943 -0.196 3.178
H: -3.303 -1.733 2.709
H: -4.490 -1.696 4.059
C: 2.855 1.556 -1.373
N: 3.093 1.970 -2.764
O: 4.228 2.123 -3.105
O: 2.100 2.056 -3.462
H: 3.541 0.800 -0.998
H: 1.878 1.120 -1.171
H: 2.864 2.450 -0.747
O: 1.361 -3.195 -0.668
C: 2.539 -3.240 -0.340
O: 3.358 -4.163 -0.775
C: 2.876 -5.194 -1.670
C: 4.058 -6.119 -1.907
C: 3.193 -2.276 0.609
H: 2.496 -4.837 -2.625
H: 2.114 -5.716 -1.086
H: 4.677 -6.325 -1.036
H: 4.734 -5.672 -2.638
H: 3.724 -7.076 -2.307
H: 3.285 -2.727 1.595
H: 2.678 -1.319 0.608
H: 4.186 -2.063 0.210
O: -0.481 -2.817 1.257
C: 0.071 -3.237 2.265
O: 0.399 -4.477 2.530
C: 0.006 -5.483 1.568
C: 0.736 -6.790 1.812
C: 0.236 -2.351 3.488
H: 0.200 -5.169 0.541
H: -1.065 -5.634 1.715
H: 1.819 -6.649 1.795
H: 0.481 -7.505 1.034
H: 0.494 -7.168 2.804
H: -0.090 -1.331 3.300
H: 1.264 -2.411 3.838
H: -0.438 -2.719 4.263
O: -1.439 -0.643 -2.808
C: -1.532 0.319 -3.576
O: -0.775 0.491 -4.616
C: 0.305 -0.417 -4.855
C: 1.079 0.045 -6.085
C: -2.486 1.464 -3.349
H: -0.020 -1.439 -5.068
H: 0.983 -0.404 -4.000
H: 1.206 1.123 -5.948
H: 0.535 -0.099 -7.015
H: 2.083 -0.368 -6.125
H: -3.324 1.084 -2.768
H: -2.860 1.813 -4.308
H: -1.899 2.228 -2.838
O: 3.149 6.926 0.437
C: 2.758 6.149 -0.378
O: 1.887 5.145 -0.085
C: 1.207 5.183 1.138
C: 0.190 4.031 1.183
C: 3.170 6.160 -1.825
H: 0.687 6.123 1.320
H: 1.866 4.967 1.984
H: -0.303 3.993 2.155
H: 0.684 3.063 1.064
H: -0.576 4.150 0.413
H: 3.998 5.461 -1.960
H: 3.432 7.175 -2.099
H: 2.378 5.800 -2.482

* E: -67662.1571 eV
* total charge: +2
* multiplicity: 1